[1]
14
Properties=species:S:1:pos:R:3:forces:R:3:lowdin_charge:R:1 method="wB97M-V/def2-TZVPD" multiplicity=1 de_lowest_kj_mol=232.3 e_lumo_ev=0.75 e_homo_ev=-8.30 gap_ev=9.05
H -0.984 0.995 0.897 0.4130 0.1798 0.3101 0.0936
N 0.665 1.608 -0.400 -2.1969 0.8068 -3.4596 -0.1109
S 2.554 -0.798 0.031 0.9506 1.7438 -0.0429 0.7082
N 1.052 -1.373 -0.200 -3.3908 -0.8405 0.2214 -0.4251
C -1.481 -1.342 -0.139 0.9594 1.2201 1.1512 -0.0417
H -1.898 -1.529 0.890 0.0358 0.0843 -1.1477 0.0936
C 0.038 0.696 0.623 0.4906 0.3762 0.6375 -0.2769
H 2.257 0.586 -0.079 0.5980 -1.1621 0.1650 -0.1071
H 0.781 0.712 1.512 -1.4813 -0.1437 -1.0510 0.1154
H 0.486 2.697 -0.413 0.0680 -3.0035 0.9000 0.1169
H -2.082 -0.587 -0.673 0.0868 -0.0132 0.5228 0.0709
C -0.054 -0.760 0.094 1.4721 0.5402 -0.8755 -0.4226
H 0.202 1.299 -1.374 1.5479 0.9507 2.6423 0.1287
H -1.537 -2.205 -0.770 0.4469 -0.7388 0.0261 0.0571

[2]
9
Properties=species:S:1:pos:R:3:forces:R:3:lowdin_charge:R:1 method="wB97M-V/def2-TZVPD" multiplicity=1 de_lowest_kj_mol=151.2 e_lumo_ev=0.64 e_homo_ev=-10.29 gap_ev=10.94
C -0.448 0.003 0.486 2.8623 -1.5433 -0.3940 -0.0317
C 1.165 -0.435 0.135 -1.0311 5.1381 1.1260 -0.1382
H 1.144 -1.317 -0.389 0.0621 -2.4125 -0.7715 0.0625
H -0.703 -0.494 1.483 -0.1413 1.2489 -1.5734 0.1349
Cl -0.890 1.095 -2.088 -0.2708 -0.6149 2.1722 0.6087
F 1.800 -0.529 1.385 -0.5386 -0.4202 -0.9350 -0.0912
F -2.623 0.774 -0.138 2.1462 -0.2883 -0.3199 -0.0360
C -1.273 0.566 -0.390 -1.1235 0.2465 -0.5550 -0.6539
H 1.830 0.337 -0.484 -1.9653 -1.3544 1.2506 0.1449

[3]
70
Properties=species:S:1:pos:R:3:forces:R:3:lowdin_charge:R:1 method="wB97M-V/def2-TZVPD" multiplicity=3 de_lowest_kj_mol=512.2 e_lumo_ev="-0.53 / -2.83" e_homo_ev="-8.10 / -8.10" gap_ev="7.57 / 5.28"
H 2.055 1.361 -5.088 -0.9939 -1.4075 1.2600 0.1140
H -1.070 -2.008 -7.438 -0.6984 2.1136 -0.1921 0.1092
C -2.722 2.893 -7.193 1.0571 -0.5199 -1.2906 -0.1290
H 4.037 -0.547 -5.327 -0.2190 0.5830 -0.4483 0.1044
C -2.016 1.730 -9.024 0.2358 0.9497 0.2447 -0.1532
N -2.287 1.633 -7.643 -0.0155 -0.4190 -0.1980 -0.2369
H 0.448 2.815 -2.162 1.7876 -0.5220 -0.2761 0.1150
C 1.794 1.261 -2.952 -1.5758 -1.7432 -2.0092 -0.0881
H 4.826 1.968 -8.826 -0.2488 -0.1096 -0.0750 0.0915
H 0.578 0.729 -0.103 -0.8328 1.0407 -0.0098 0.1127
P -2.226 0.091 -6.589 -3.4590 1.1541 -3.9041 1.1677
C 1.283 1.169 -4.251 1.8219 2.4032 -0.1156 -0.1598
C 2.791 -3.574 -9.495 -0.3607 1.3334 1.8175 -0.0797
H -1.122 -0.520 -0.729 -0.9583 0.4217 -0.5727 0.1191
N -3.768 -0.545 -7.501 0.2834 -1.9534 1.1475 -0.2506
C -5.118 -2.326 -8.087 1.1493 1.3817 0.3841 -0.0985
C -1.230 1.529 -3.676 -0.0474 0.8484 -0.6864 -0.2425
H -2.651 4.876 -8.306 -0.4554 -0.2187 0.5544 0.0940
Pt 0.584 -1.642 -4.415 -0.6864 0.2154 1.4502 0.7997
C -1.057 0.381 -1.361 1.5652 -2.4268 -3.6265 -0.1472
C -4.075 -1.904 -7.224 -1.2395 0.4954 -1.1935 -0.1778
N 1.895 -2.340 -7.788 0.1184 -1.4553 2.5986 -0.2174
C 4.321 1.348 -8.100 -0.6895 -1.2389 0.7074 -0.0920
H 2.418 0.684 -9.091 0.3957 0.3655 0.9200 0.1018
H -6.187 -1.118 -9.748 0.5981 -0.1314 0.6309 0.0917
H -2.063 1.464 -4.451 0.2950 0.4766 1.7601 0.0446
H 1.998 2.197 -1.253 -1.3632 0.5599 0.1632 0.1308
H 5.915 1.091 -6.522 -0.8531 0.0010 -0.1018 0.0973
H 1.976 -3.844 -6.297 -0.1472 -0.2856 0.6950 0.0639
H -0.714 2.128 -0.651 1.9980 -0.6286 1.0283 0.1455
H 3.211 -5.392 -8.226 -0.5594 0.4600 0.0260 0.0955
H -1.128 2.557 -3.238 -1.2780 -1.1153 0.3711 0.1093
C 0.010 1.261 -0.905 0.1431 1.6327 1.3419 -0.2080
C -5.428 -1.190 -8.952 1.0784 0.1810 1.0664 -0.1041
H 0.798 -0.464 -8.706 -0.7226 0.0041 1.4153 0.0724
C 2.176 -3.611 -7.311 1.1959 -1.0245 -1.8124 -0.1706
C 2.366 -2.309 -9.084 -0.2622 0.1295 -1.0676 -0.1560
C 3.079 0.724 -8.207 -0.2189 0.4661 -0.3833 -0.1732
C -1.360 0.376 -2.693 -2.4921 -0.1962 0.5006 -0.1230
H 1.227 -1.136 -1.338 -0.6972 0.2110 -1.4617 0.0085
C 3.938 0.087 -6.220 0.4981 0.7252 -1.3260 -0.1694
C -2.174 3.081 -9.395 0.3194 -1.9257 1.0493 -0.1012
C 1.086 1.936 -1.856 -0.5837 0.7379 0.8868 -0.1651
H -3.113 2.910 -6.195 0.0618 0.5818 0.2754 0.0900
H -4.454 0.880 -9.015 -0.2420 -1.2826 0.6646 0.1110
C -1.180 -0.867 -7.701 2.3567 -1.5274 -1.8413 -0.4134
H 2.613 -1.435 -2.312 -0.6930 -0.0460 -0.8114 -0.0030
H -1.721 0.845 -9.613 -0.2319 0.9425 0.4619 0.1020
F -0.951 -2.612 -3.093 1.5290 0.9224 -1.5579 -0.5957
H -0.248 2.813 -4.916 1.3385 -1.9657 -0.4637 0.1582
H 0.364 0.818 -7.578 -0.2362 -0.7903 0.1901 0.0807
N 2.799 0.015 -7.044 0.5712 -1.1363 2.3692 -0.2036
C -2.574 3.796 -8.254 -0.3112 -0.5119 1.0820 -0.1091
H -5.589 -3.314 -8.103 0.3063 0.5331 0.0328 0.0861
C 2.786 -4.387 -8.321 -0.9801 0.6427 0.8537 -0.0834
C -0.077 1.684 -4.672 0.1605 -0.2792 -0.5233 -0.2624
C 1.510 -1.622 -2.312 1.8231 -1.0668 1.9981 -0.1848
H 3.007 -3.832 -10.509 0.4908 -0.0612 -0.1855 0.0887
C 0.325 -0.292 -7.688 -2.0038 0.7471 -1.3960 -0.4338
H -3.507 -2.463 -6.464 -0.5164 0.3924 -0.3970 0.1000
H -2.006 3.589 -10.318 0.1576 -0.3271 -0.6170 0.0868
H -1.591 -0.845 -8.785 0.6147 -0.1205 2.0269 0.0998
H 2.693 0.678 -2.713 -0.0865 0.8152 -0.2341 0.0998
H -2.133 -0.335 -3.095 1.1129 0.2125 0.7493 0.0992
C -4.570 -0.144 -8.573 -0.0670 0.3613 -0.1971 -0.1600
H 1.407 -2.693 -2.045 -0.2712 0.3499 -0.6961 -0.0023
C 4.882 0.914 -6.861 -0.3793 -0.8585 0.7989 -0.1056
H -0.215 1.010 -5.574 -0.4075 1.2921 0.6301 0.0048
P 1.338 -1.137 -6.474 3.4128 0.9137 -4.5905 0.9141
H 2.452 -1.386 -9.650 -0.3921 -0.3026 0.1095 0.0904

[4]
69
Properties=species:S:1:pos:R:3:forces:R:3:lowdin_charge:R:1 method="wB97M-V/def2-TZVPD" charge=+2 multiplicity=1 de_lowest_kj_mol=19.4 e_lumo_ev=-6.10 e_homo_ev=-13.97 gap_ev=7.88
H 3.267 -3.782 -2.804 -0.0172 -0.0224 0.0080 0.1217
C 4.193 0.943 -1.516 0.0361 -0.0097 0.0082 0.0196
H 0.045 -5.853 -0.922 -0.0072 0.0018 0.0098 0.1243
H 5.325 0.148 -3.151 0.0099 -0.0089 0.0058 0.1330
H -2.073 -0.665 3.231 0.0119 0.0349 -0.0644 0.0944
H 0.698 0.598 3.990 -0.0064 -0.0005 -0.0241 0.0923
O 0.941 -0.025 -3.560 0.0467 -0.0055 -0.0212 -0.4820
C 2.786 -1.368 -1.548 -0.1075 0.0506 0.0686 -0.2146
O -0.022 1.267 -0.814 0.1509 0.3348 0.1809 -0.1750
C -0.410 5.966 -2.360 -0.0029 0.0046 -0.0135 -0.0218
C -1.468 -1.541 3.470 -0.0011 -0.0353 0.0175 -0.0096
C 0.102 1.362 2.095 -0.1633 -0.0704 0.1888 -0.3226
H 3.862 2.050 0.846 0.0032 0.0291 -0.0060 0.1090
C 2.898 1.743 0.442 0.0869 -0.0673 0.0184 0.0149
H -4.232 -1.761 0.345 0.0068 0.0050 0.0005 0.1309
C -0.377 3.760 1.867 0.0076 -0.1277 0.0139 0.0131
H -1.220 5.382 -2.797 0.0066 0.0064 -0.0050 0.1029
H 0.557 5.585 -2.690 -0.0042 0.0001 0.0016 0.1040
H -1.812 -1.933 4.426 -0.0101 0.0436 0.0047 0.0988
O -2.083 -0.646 0.359 0.1015 0.4077 -0.0902 -0.0915
H -2.617 1.902 -0.257 0.0054 0.0426 0.0309 0.0863
N 0.994 -2.665 -0.620 0.0592 0.1952 0.0172 0.0492
H -0.431 -1.241 3.562 0.0315 0.0152 0.0176 0.0657
H -3.538 -5.296 1.719 0.0035 -0.0074 0.0023 0.1276
H -1.843 -5.465 -0.095 -0.0302 0.0030 -0.0085 0.1192
N -0.767 -1.088 -2.007 -0.0205 -0.0964 0.0997 -0.4404
H -0.442 3.842 2.942 0.0139 -0.0117 0.0159 0.1217
H 1.946 -5.847 -2.501 0.0069 -0.0065 -0.0044 0.1340
Sn 0.088 -0.647 -0.152 -0.2036 -0.4694 -0.4603 1.3004
C 0.602 -4.946 -1.099 0.0321 -0.0114 0.0005 0.0380
H -0.638 5.857 1.570 -0.0056 -0.0044 0.0208 0.1356
C -3.118 -0.154 -0.161 0.0613 -0.1555 0.0525 -0.4830
C 1.674 -4.944 -1.972 0.0152 0.0126 -0.0091 0.0184
C -0.185 2.463 1.274 0.0237 0.0911 0.1756 -0.1195
C 3.828 -1.215 -2.435 -0.0196 -0.0324 -0.0237 0.0173
C -1.804 -4.659 0.622 0.0209 -0.0186 -0.0155 0.0143
C 2.411 -3.786 -2.148 -0.0295 -0.0284 0.0220 0.0396
H 2.323 1.318 1.255 0.0271 0.0160 -0.0213 0.0690
C -0.489 4.883 1.127 0.0005 -0.0300 -0.0530 0.0356
H -5.109 -0.489 -0.446 0.0072 -0.0076 -0.0006 0.1351
C -1.609 -2.600 2.425 0.0182 -0.0314 -0.0925 -0.2894
N -0.745 -2.651 1.400 0.0030 -0.0545 -0.1034 0.1132
H 2.409 2.637 0.058 -0.0482 0.0004 -0.0282 0.0993
O -0.494 5.945 -0.930 0.0080 -0.0414 0.0389 -0.0209
H 4.089 -2.003 -3.122 0.0308 0.0377 -0.0082 0.1202
H -3.303 -3.474 3.394 0.0033 -0.0161 0.0150 0.1289
C -2.745 -4.566 1.636 -0.0407 -0.0662 -0.0530 -0.0136
H 4.755 1.864 -1.443 0.0062 0.0071 -0.0011 0.1349
S -0.330 -0.700 -3.378 0.0546 0.0272 0.0451 0.8354
O 0.280 0.144 1.700 0.2711 -0.0074 0.0224 -0.1334
H -0.155 3.464 -1.983 0.0010 -0.0065 -0.0070 0.1285
C -0.139 2.395 -0.151 -0.1094 -0.1947 -0.1442 -0.3401
C -0.818 -3.694 0.558 -0.0043 0.1398 0.1064 -0.2060
H -0.677 1.711 4.059 -0.0026 0.0094 -0.0045 0.1148
C 0.283 1.512 3.577 0.0060 0.1082 0.0241 0.0200
H 0.950 2.340 3.812 -0.0141 0.0145 -0.0023 0.1051
C 2.041 -2.647 -1.453 -0.0031 0.0481 0.0664 -0.1851
C -0.221 3.563 -0.910 -0.0505 0.0879 -0.0924 0.0658
N -4.241 -0.848 -0.085 -0.0928 -0.0174 0.0186 0.2404
C -3.160 1.170 -0.847 -0.0183 -0.0244 -0.0155 0.0418
H -4.179 1.514 -1.004 0.0010 -0.0246 -0.0220 0.1010
C 0.278 -3.775 -0.433 -0.0021 -0.0051 0.0033 -0.1782
N 2.402 -0.393 -0.698 -0.1301 -0.0312 -0.0002 0.0976
C -2.624 -3.547 2.555 0.0370 0.0676 0.0816 -0.0001
C 3.141 0.731 -0.633 -0.1388 -0.0990 0.0090 -0.2508
C 4.522 -0.017 -2.445 0.0162 0.0251 -0.0284 0.0128
C -0.396 4.793 -0.292 0.0008 -0.0254 0.0177 -0.2500
H -0.512 7.008 -2.642 0.0003 -0.0101 -0.0019 0.1055
H -2.661 1.071 -1.811 0.0498 0.0155 -0.0046 0.0965

[5]
91
Properties=species:S:1:pos:R:3:forces:R:3:lowdin_charge:R:1 method="wB97M-V/def2-TZVPD" charge=+3 multiplicity=1 de_lowest_kj_mol=458.9 e_lumo_ev=-11.23 e_homo_ev=-15.82 gap_ev=4.59
H 2.984 -0.920 -1.808 0.0165 0.0057 0.0395 0.1028
N 1.177 -1.897 -1.733 0.4941 -0.4298 -0.0845 -0.0098
H 3.302 0.375 1.658 0.0442 0.0334 -0.0265 0.0199
N -1.476 -1.741 -1.777 -0.4830 -0.4513 0.0918 -0.0488
N 0.872 -6.679 -2.352 -0.2360 -0.0981 -0.0324 -0.1953
C 1.762 2.296 -2.079 -0.0533 0.2180 -0.2706 -0.3931
H -4.586 -0.831 0.847 0.0079 0.0027 -0.0029 0.0601
H -4.033 0.667 1.578 0.0061 0.0097 0.0196 0.0392
C 2.565 -4.255 -2.195 0.0213 0.0052 0.0364 0.0576
Si -0.273 2.096 2.772 -0.3638 1.3845 0.7812 0.6762
H -0.385 2.946 4.948 -0.0061 0.1029 -0.0833 0.0857
H 3.920 3.890 -4.152 0.0098 -0.0120 -0.0126 0.1256
H 0.719 -1.715 4.422 -0.0170 0.0217 0.0208 0.0413
C -2.029 3.716 -1.046 -0.0161 0.0622 -0.0959 -0.1265
C -0.359 5.728 -0.120 0.0084 -0.0090 0.0286 -0.0423
C 0.194 4.553 -0.612 0.0101 -0.0454 0.0562 -0.0796
H -1.672 -1.475 4.274 0.0175 0.0136 0.0166 0.0400
H -3.274 -3.361 1.419 -0.0171 0.0393 0.0269 0.0712
H -3.420 -1.414 4.089 0.0334 0.0077 0.0803 0.0676
H -4.693 -2.461 -2.366 -0.0224 -0.0202 0.0175 0.1309
C 1.565 -1.189 3.980 0.0829 -0.1450 0.2870 -0.1851
C -2.480 -0.964 3.750 -0.2479 -0.1932 0.2608 -0.1870
H -0.596 2.989 -3.913 -0.0291 -0.0201 -0.1312 0.0704
H -2.158 6.836 0.241 -0.0049 0.0100 0.0276 0.1254
C 1.358 2.693 2.213 0.2264 -0.4768 -0.3647 -0.1446
C 3.575 3.305 -3.311 0.0153 -0.0115 0.0028 -0.0331
C -0.641 3.536 -1.069 -0.3468 -0.0897 -0.1034 -0.3765
C -3.705 -0.204 1.011 -0.2002 0.0265 -0.0058 -0.1892
C 2.682 1.813 -1.152 0.0272 -0.0211 0.1444 -0.1561
H -1.288 1.435 4.949 -0.0519 0.0373 0.0442 0.0399
H 0.796 -3.757 2.309 -0.0214 -0.0083 -0.0066 0.0433
C -3.638 -2.645 -2.215 0.0179 0.0455 -0.0493 0.0078
H -3.730 -4.777 -2.514 -0.0051 -0.0011 -0.0043 0.1404
H 4.135 -1.155 1.881 -0.0526 -0.0133 0.0158 0.0654
C -2.574 4.898 -0.580 0.0206 -0.0111 -0.0121 -0.0533
C 0.519 -3.064 -1.884 0.0071 0.3151 -0.0294 -0.1835
H 1.509 -0.138 4.251 0.0762 0.0324 0.0302 0.0016
H -1.745 3.784 1.935 0.0971 0.0839 -0.0233 0.0684
C -0.943 -2.976 -1.913 0.0973 0.3321 -0.0705 -0.1738
Se -0.497 -7.806 -2.511 0.0143 0.1292 0.0077 1.2513
C 4.035 2.078 -1.293 0.0024 0.0343 -0.0374 -0.0546
H 1.495 3.673 2.689 -0.1124 0.0227 0.0899 0.0874
H 2.166 2.048 2.555 0.0640 0.0565 0.0597 0.0428
C 3.242 -0.692 1.449 0.2132 -0.0271 0.1645 -0.1916
H 3.287 -0.844 0.375 0.0330 0.0346 -0.1237 0.0030
Si 1.717 -1.463 2.163 -0.0063 0.4005 -0.4448 0.3793
C 1.169 -4.268 -2.099 -0.0164 -0.3314 -0.0522 -0.0717
H 1.150 -3.331 0.629 0.0008 -0.0511 -0.1193 0.0074
Si -2.408 -1.165 1.922 -0.1547 0.6941 0.0403 0.3932
H 4.303 -2.992 -2.212 0.0163 -0.0265 0.0104 0.1288
H 1.535 3.455 -3.895 -0.0301 0.0024 -0.0179 0.1100
H -2.692 2.935 -1.404 0.0114 0.0001 -0.0194 0.1096
H -3.645 5.043 -0.590 -0.0189 0.0044 0.0016 0.1248
C 3.230 -3.051 -2.098 0.0376 0.0337 -0.0195 0.0082
C 0.361 -5.481 -2.241 0.1811 0.2068 0.0288 -0.3383
H -3.349 0.135 0.039 0.0092 0.0646 0.0452 -0.0074
C -2.266 -2.933 1.398 0.1947 -0.2540 -0.0837 -0.1647
H 2.460 -3.734 1.736 -0.0147 0.0033 0.0058 0.0649
H 2.338 1.229 -0.305 -0.0456 -0.0461 -0.0721 0.0377
H 0.291 6.519 0.230 0.0098 0.0319 -0.0250 0.1228
H 1.271 4.454 -0.668 0.0327 -0.0397 -0.0074 0.1108
N -1.722 -6.517 -2.406 0.2161 -0.1204 -0.0258 -0.1976
C -2.790 -1.579 -1.936 0.0267 -0.1350 -0.1094 -0.1191
H 4.741 1.710 -0.560 0.0045 -0.0250 -0.0102 0.1159
P -0.008 2.035 -1.838 0.6820 -0.3937 1.1038 0.8553
C 2.220 3.050 -3.163 0.0272 0.0032 0.0395 -0.0629
C 2.499 -1.887 -1.864 -0.0888 -0.2087 -0.0479 -0.1099
H -1.878 -3.051 0.388 -0.0351 -0.0754 0.0193 0.0055
H 1.425 2.822 1.137 0.0352 0.0459 -0.0933 0.0105
C -0.784 2.013 -3.466 -0.1036 -0.2204 -0.0243 -0.2045
H -1.648 -3.517 2.080 0.0196 -0.0066 0.0104 0.0455
H -2.502 0.079 4.053 -0.0698 0.0396 0.0137 0.0086
H 2.474 -1.591 4.441 -0.0422 0.0120 0.0619 0.0668
H -1.860 1.877 -3.373 0.0073 0.0117 0.0071 0.0529
H -1.947 2.330 0.962 -0.0019 0.0526 0.0236 0.0083
C -0.381 1.908 4.586 0.0769 -0.5266 0.0718 -0.1377
C -3.108 -3.915 -2.310 -0.0050 -0.0001 0.0493 0.0628
Pt -0.170 -0.181 -1.044 -0.3191 1.0725 0.4087 0.6992
H -2.672 2.413 2.583 -0.0086 0.0231 0.0279 0.0591
C 4.483 2.818 -2.380 -0.0044 -0.0206 -0.0118 -0.0318
C 1.491 -3.229 1.655 -0.0077 -0.2512 0.1000 -0.1730
C -1.808 2.691 1.979 -0.1605 -0.4461 -0.0613 -0.1648
C -1.736 5.904 -0.110 -0.0021 0.0224 -0.0084 -0.0386
H -3.165 -0.568 -1.860 -0.0075 -0.0758 -0.0201 0.1024
Si -0.227 -0.347 1.199 0.2893 -0.4333 -1.5771 0.5266
H 3.093 -5.185 -2.365 0.0086 0.0067 -0.0117 0.1386
H 0.479 1.418 5.035 0.0310 0.0729 0.0834 0.0425
C -1.729 -4.090 -2.159 -0.0403 -0.3707 -0.0792 -0.0711
H 5.540 3.012 -2.505 0.0040 0.0278 0.0165 0.1246
H -0.373 1.224 -4.095 0.0377 0.0203 -0.0184 0.0684
C -1.069 -5.393 -2.271 -0.1533 0.2229 0.0117 -0.3394

[6]
18
Properties=species:S:1:pos:R:3:forces:R:3:lowdin_charge:R:1 method="wB97M-V/def2-TZVPD" multiplicity=1 de_lowest_kj_mol=548.7 e_lumo_ev=0.14 e_homo_ev=-9.06 gap_ev=9.20
C -2.003 -0.191 -0.243 -5.4005 3.2166 -1.1194 -0.4937
O -2.766 -1.088 0.406 -3.7310 1.8826 -0.2565 0.0530
C 0.437 0.755 -0.483 -4.0443 1.6984 0.7983 -0.3939
H -0.334 -2.355 0.383 -1.1106 -2.7077 0.7925 0.0794
H 1.758 0.091 -1.767 0.4178 -0.7523 4.8179 0.2291
O -2.600 0.809 -0.779 2.5259 -3.0591 1.5986 0.0219
C -0.633 -0.426 -0.230 4.7310 1.5461 -0.8601 -0.1430
C 0.091 -1.512 0.012 1.6012 0.8489 -0.2793 0.0400
C 0.395 1.727 0.810 1.7179 0.5113 0.0522 -0.0919
H -3.784 -0.605 0.337 4.1159 -2.0262 0.1638 0.2431
H 1.300 2.439 0.704 -1.3616 -1.0789 -0.0236 0.0548
H 0.803 1.095 1.955 -2.2137 1.9037 -3.5707 0.1721
H 2.201 -1.846 -0.663 3.2844 -4.1942 -4.1613 0.0163
N 1.645 0.044 -0.532 3.2246 1.7536 -6.8512 -0.1024
H 0.114 1.439 -1.529 1.1968 -2.0095 3.1952 0.2049
H 2.281 -1.515 1.084 -2.2132 0.8307 -3.1213 0.1948
C 1.636 -1.310 -0.113 -4.3867 3.5915 7.3793 -0.1814
H -0.541 2.450 0.646 1.6461 -1.9555 1.4456 0.0969